Record 1
178
Properties=species:S:1:pos:R:3 method="wB97M-V/def2-TZVPD" energy_ha=-3318.22818 homo_energy_ha=-0.34477 orbital_gap_ev=9.82 lumo_ev=0.4 charge=0 relative_energy_ev=4.449
C 0.45 0.67 -0.44
O -0.08 1.61 -1.02
N -0.25 -0.33 0.12
C 0.46 -1.45 0.78
C -1.67 -0.50 0.15
H 1.54 0.63 -0.30
H 1.54 -1.55 0.67
H 0.04 -2.42 0.53
H 0.38 -1.28 1.85
H -2.05 -0.27 1.15
H -2.12 0.19 -0.56
H -2.02 -1.49 -0.13
C 4.63 -1.69 0.48
O 4.65 -1.17 1.61
N 5.61 -2.39 -0.10
C 5.54 -2.86 -1.50
C 6.90 -2.54 0.56
H 3.83 -1.52 -0.25
H 4.52 -2.94 -1.87
H 5.87 -3.89 -1.67
H 6.20 -2.27 -2.14
H 7.23 -3.55 0.31
H 7.70 -1.90 0.18
H 6.82 -2.33 1.63
C 4.11 -0.28 -4.35
O 4.44 -1.45 -4.67
N 2.94 0.04 -3.69
C 2.52 1.43 -3.56
C 2.01 -1.00 -3.24
H 4.64 0.63 -4.68
H 2.63 1.75 -2.53
H 1.47 1.53 -3.83
H 3.14 2.15 -4.09
H 1.80 -0.96 -2.17
H 1.11 -0.89 -3.85
H 2.46 -1.99 -3.38
C 7.86 3.09 -0.47
O 8.28 3.18 0.68
N 7.16 2.07 -1.00
C 6.59 2.06 -2.39
C 6.66 0.98 -0.15
H 8.04 3.86 -1.23
H 6.71 1.05 -2.77
H 7.17 2.66 -3.09
H 5.61 2.54 -2.45
H 6.79 0.01 -0.62
H 7.29 0.94 0.75
H 5.63 1.21 0.14
C -1.24 -5.12 2.85
C -1.35 -3.72 3.35
C -2.57 -3.97 4.21
O -2.34 -5.19 4.87
C -1.62 -6.04 3.99
H -0.21 -5.29 2.54
H -1.97 -5.26 2.05
H -1.45 -2.96 2.58
H -0.54 -3.45 4.02
H -3.49 -4.02 3.62
H -2.80 -3.23 4.97
H -2.14 -6.95 3.69
H -0.70 -6.40 4.45
C 2.24 -0.47 6.05
C 2.91 -0.22 4.70
C 1.74 -0.02 3.75
O 0.75 -0.88 4.33
C 0.78 -0.74 5.77
H 2.36 0.45 6.62
H 2.71 -1.31 6.55
H 3.48 -1.05 4.28
H 3.60 0.61 4.66
H 2.05 -0.18 2.72
H 1.43 1.02 3.85
H 0.36 -1.60 6.28
H 0.14 0.10 6.05
C 2.64 3.44 1.94
C 2.54 4.39 0.78
C 2.92 3.50 -0.40
O 3.60 2.32 0.18
C 3.83 2.58 1.50
H 1.71 2.88 2.03
H 2.78 3.91 2.91
H 3.27 5.19 0.90
H 1.60 4.92 0.64
H 3.62 3.95 -1.09
H 2.01 3.28 -0.96
H 4.79 3.08 1.61
H 3.84 1.78 2.24
C -6.48 -2.94 0.32
C -6.63 -1.48 0.57
C -7.73 -1.04 -0.40
O -8.37 -2.24 -0.85
C -7.37 -3.28 -0.87
H -6.80 -3.49 1.20
H -5.48 -3.35 0.18
H -5.66 -0.98 0.43
H -7.03 -1.37 1.58
H -7.41 -0.50 -1.30
H -8.45 -0.32 -0.01
H -6.87 -3.16 -1.84
H -7.77 -4.30 -0.93
C -3.16 2.12 -3.85
C -1.77 1.51 -4.17
C -1.86 0.01 -4.03
O -3.29 -0.15 -3.76
C -3.97 0.98 -3.23
H -3.78 2.55 -4.65
H -3.17 2.94 -3.13
H -1.15 1.95 -3.39
H -1.33 1.87 -5.10
H -1.34 -0.41 -3.17
H -1.43 -0.54 -4.87
H -3.88 0.99 -2.15
H -5.01 1.05 -3.56
C 3.99 -5.68 0.57
C 3.88 -5.48 2.10
C 2.77 -4.39 2.20
O 2.27 -4.21 0.86
C 2.74 -5.12 -0.11
H 4.32 -6.69 0.34
H 4.88 -5.08 0.34
H 4.83 -5.21 2.57
H 3.44 -6.38 2.55
H 3.23 -3.51 2.65
H 2.05 -4.80 2.91
H 2.93 -4.60 -1.05
H 2.03 -5.92 -0.32
C -2.08 3.08 3.10
C -2.02 2.71 1.66
C -2.20 4.07 1.04
O -3.12 4.76 1.91
C -3.12 4.13 3.18
H -1.12 3.43 3.47
H -2.31 2.26 3.78
H -2.87 2.11 1.31
H -1.12 2.21 1.32
H -2.51 4.12 -0.01
H -1.23 4.55 1.15
H -4.07 3.63 3.38
H -2.92 4.82 4.00
C -0.54 4.88 -2.06
C -0.60 6.34 -1.59
C -0.13 7.08 -2.88
O 0.98 6.20 -3.31
C 0.53 4.88 -3.20
H -1.53 4.61 -2.42
H -0.24 4.11 -1.35
H 0.12 6.47 -0.78
H -1.53 6.59 -1.09
H 0.27 8.09 -2.73
H -0.91 7.07 -3.64
H 1.38 4.23 -3.02
H 0.01 4.47 -4.06
C -2.53 -3.90 -2.81
C -1.04 -3.82 -2.77
C -0.68 -4.56 -1.44
O -1.82 -4.35 -0.65
C -3.00 -4.01 -1.34
H -2.84 -4.78 -3.36
H -2.94 -3.01 -3.28
H -0.69 -2.79 -2.71
H -0.61 -4.29 -3.65
H 0.17 -4.09 -0.95
H -0.49 -5.62 -1.61
H -3.35 -3.00 -1.15
H -3.86 -4.65 -1.17
C -6.00 2.50 -0.78
C -6.29 2.91 0.67
C -6.40 4.38 0.58
O -6.60 4.72 -0.78
C -6.89 3.56 -1.50
H -6.30 1.48 -0.99
H -4.94 2.61 -1.03
H -5.49 2.63 1.36
H -7.21 2.38 0.90
H -5.62 4.96 1.09
H -7.31 4.60 1.13
H -6.67 3.78 -2.55
H -7.96 3.36 -1.47

=====

Record 2
242
Properties=species:S:1:pos:R:3 method="wB97M-V/def2-TZVPD" energy_ha=-10824.91256 homo_energy_ha=-0.26232 orbital_gap_ev=8.68 lumo_ev=1.5 charge=-1
C 0.80 7.87 -3.16
C 1.26 6.42 -3.30
N 2.64 6.05 -2.86
C 3.59 7.16 -3.23
C 2.71 5.98 -1.35
C 1.65 5.21 -0.63
C 3.05 4.77 -3.49
C 4.33 4.15 -2.93
O 5.49 4.93 -3.26
C 6.66 4.51 -2.49
H 1.59 8.53 -3.55
H 0.69 8.07 -2.12
H -0.18 7.99 -3.62
H 1.21 6.13 -4.34
H 0.53 5.71 -2.86
H 3.17 8.05 -2.74
H 3.76 7.16 -4.31
H 4.51 6.93 -2.72
H 2.68 7.07 -1.13
H 3.75 5.65 -1.16
H 0.66 5.68 -0.48
H 1.93 5.12 0.42
H 1.46 4.21 -1.11
H 3.24 4.92 -4.53
H 2.20 4.08 -3.49
H 4.33 3.19 -3.47
H 4.33 3.98 -1.84
H 6.83 3.42 -2.60
H 6.47 4.65 -1.44
H 7.52 5.09 -2.80
C 6.18 0.74 2.96
C 5.39 -0.53 3.16
N 4.17 -0.70 2.28
C 3.25 0.46 2.38
C 4.53 -0.77 0.79
C 5.61 -1.81 0.45
C 3.52 -1.93 2.70
C 2.08 -2.21 2.37
O 1.19 -1.42 3.10
C 1.00 -1.75 4.46
H 5.79 1.61 3.57
H 6.14 1.05 1.90
H 7.23 0.57 3.28
H 5.06 -0.52 4.20
H 5.96 -1.46 3.06
H 2.81 0.47 3.38
H 2.53 0.45 1.51
H 3.83 1.40 2.25
H 4.86 0.21 0.45
H 3.58 -0.98 0.27
H 6.60 -1.70 0.90
H 5.76 -1.69 -0.60
H 5.34 -2.87 0.72
H 3.56 -1.87 3.81
H 4.07 -2.82 2.40
H 1.77 -3.24 2.53
H 1.91 -1.85 1.29
H 0.01 -1.39 4.75
H 1.78 -1.45 5.09
H 1.00 -2.82 4.70
C 1.33 2.50 4.19
C 2.66 2.88 4.60
N 2.59 3.62 6.00
C 2.29 5.08 5.77
C 1.55 2.91 6.92
C 1.63 3.38 8.35
C 3.92 3.40 6.68
C 5.28 3.66 5.94
O 5.69 5.03 6.20
C 6.98 5.38 5.62
H 1.01 1.59 4.70
H 1.36 2.37 3.11
H 0.59 3.30 4.40
H 3.14 3.54 3.97
H 3.32 2.04 4.82
H 2.14 5.52 6.78
H 1.43 5.25 5.13
H 3.17 5.53 5.29
H 1.71 1.82 6.78
H 0.57 3.16 6.43
H 2.56 3.11 8.87
H 0.88 2.95 8.99
H 1.37 4.46 8.38
H 3.89 2.30 6.85
H 3.86 3.94 7.60
H 5.37 3.35 4.90
H 5.97 3.02 6.47
H 7.07 5.28 4.59
H 7.70 4.77 6.14
H 7.20 6.39 6.03
C -1.93 -8.42 -2.62
C -2.19 -6.93 -2.78
N -1.15 -5.90 -2.47
C -1.74 -4.54 -2.41
C -0.49 -6.19 -1.09
C 0.33 -5.00 -0.52
C 0.04 -5.86 -3.48
C -0.27 -5.25 -4.81
O -1.18 -5.91 -5.57
C -1.40 -5.40 -6.89
H -2.85 -9.01 -2.83
H -1.64 -8.73 -1.60
H -1.17 -8.78 -3.27
H -3.13 -6.71 -2.28
H -2.41 -6.76 -3.80
H -2.37 -4.47 -3.27
H -0.91 -3.82 -2.51
H -2.27 -4.37 -1.48
H 0.05 -7.10 -1.26
H -1.30 -6.54 -0.48
H 0.87 -5.62 0.20
H -0.33 -4.29 -0.08
H 1.04 -4.58 -1.25
H 0.49 -6.90 -3.62
H 0.74 -5.18 -2.98
H 0.72 -5.23 -5.17
H -0.63 -4.18 -4.76
H -0.88 -6.12 -7.55
H -1.00 -4.42 -6.99
H -2.46 -5.30 -6.98
C -9.70 -4.89 -1.27
O -9.03 -5.62 -2.31
C -7.77 -6.03 -1.91
C -6.76 -5.88 -3.04
N -6.59 -4.52 -3.52
H -6.49 -3.88 -2.72
H -5.55 -4.72 -4.19
C -7.67 -3.99 -4.34
C -7.35 -2.58 -4.81
O -7.44 -1.79 -3.75
C -6.63 -0.62 -3.57
H -9.36 -3.83 -1.13
H -9.75 -5.42 -0.33
H -10.75 -4.88 -1.55
H -7.79 -7.16 -1.76
H -7.36 -5.60 -0.99
H -7.01 -6.52 -3.88
H -5.77 -6.20 -2.70
H -8.54 -3.87 -3.74
H -7.91 -4.58 -5.22
H -7.93 -2.40 -5.77
H -6.36 -2.60 -5.29
H -7.29 0.23 -3.47
H -5.87 -0.58 -4.40
H -6.07 -0.91 -2.66
C 0.55 2.29 0.46
O -0.06 1.05 0.59
C -0.67 0.87 1.88
C -1.20 -0.58 1.88
N -2.62 -0.57 1.42
H -3.06 -1.51 1.63
H -3.09 0.21 1.90
C -2.69 -0.21 -0.06
C -2.44 -1.36 -0.95
O -1.09 -1.58 -1.10
C -0.40 -0.64 -1.94
H 1.02 2.22 -0.54
H 1.38 2.47 1.21
H -0.16 3.09 0.56
H -1.47 1.57 1.96
H -0.02 0.95 2.73
H -1.27 -0.92 2.88
H -0.59 -1.24 1.26
H -1.92 0.54 -0.23
H -3.67 0.30 -0.27
H -2.86 -1.26 -1.97
H -2.79 -2.32 -0.63
H 0.61 -0.54 -1.61
H -0.83 0.39 -1.89
H -0.49 -1.06 -2.92
N 4.58 -0.28 6.31
O 5.29 0.68 6.26
O 4.99 -1.40 6.65
O 3.38 -0.13 5.97
N 4.68 4.13 1.67
O 3.90 3.14 1.48
O 4.90 4.59 2.81
O 5.32 4.57 0.66
N -4.10 -3.66 -5.01
O -3.46 -3.28 -5.99
O -4.25 -2.87 -4.05
O -4.65 -4.82 -5.10
C -2.14 1.23 6.42
F -0.85 1.07 6.25
F -2.75 0.08 6.68
F -2.34 2.00 7.48
S -2.82 1.88 4.89
O -2.65 0.82 3.96
O -4.16 2.33 5.26
N -1.85 3.00 4.46
S -2.10 4.56 4.88
O -3.37 4.85 5.44
O -0.96 5.11 5.48
C -2.11 5.12 3.10
F -2.40 6.42 3.07
F -0.89 4.97 2.53
F -3.11 4.58 2.40
C -2.98 -4.24 3.66
F -2.03 -4.87 4.26
F -4.16 -4.76 4.20
F -2.98 -2.95 3.99
S -2.70 -4.51 1.87
O -1.63 -3.61 1.50
O -2.51 -5.92 1.62
N -4.02 -3.83 1.31
S -5.22 -4.59 0.64
O -4.98 -5.00 -0.75
O -5.96 -5.53 1.47
C -6.24 -3.10 0.76
F -6.28 -2.74 1.99
F -5.81 -2.09 -0.01
F -7.56 -3.28 0.34
C 3.39 -3.82 -3.79
F 3.06 -4.92 -3.09
F 4.72 -3.69 -3.93
F 2.99 -3.97 -5.07
S 2.38 -2.48 -3.01
O 1.06 -3.06 -3.11
O 2.87 -2.57 -1.63
N 2.60 -1.19 -3.86
S 3.16 0.23 -3.36
O 2.77 1.32 -4.30
O 2.99 0.38 -1.91
C 4.99 0.01 -3.59
F 5.34 -0.87 -2.68
F 5.24 -0.44 -4.87
F 5.72 1.14 -3.50
C -2.61 1.57 -4.18
F -1.39 1.17 -4.64
F -3.38 1.90 -5.24
F -3.14 0.48 -3.61
S -2.38 3.03 -3.05
O -3.68 3.22 -2.48
O -1.32 2.72 -2.12
N -1.86 4.24 -3.91
S -2.68 5.28 -4.93
O -3.99 4.99 -5.33
O -2.28 6.62 -4.55
C -1.54 5.00 -6.30
F -0.25 5.22 -5.92
F -1.60 3.78 -6.82
F -1.82 5.92 -7.34